[1]
{"formula": "C24H60O16P4", "method": "ωB97M-V/def2-TZVPD", "relative_energy_kcal_mol": 0.0, "orbital_gap_ev": 10.93, "lumo_energy_ev": 0.68, "charge": 0, "smiles": "CCOP(=O)(OCC)OCC.CCOP(=O)(OCC)OCC.CCOP(=O)(OCC)OCC.CCOP(=O)(OCC)OCC", "e_tot_ev": -95788.025, "species": ["C", "C", "O", "P", "O", "O", "C", "C", "O", "C", "C", "H", "H", "H", "H", "H", "H", "H", "H", "H", "H", "H", "H", "H", "H", "H", "C", "C", "O", "P", "O", "O", "C", "C", "O", "C", "C", "H", "H", "H", "H", "H", "H", "H", "H", "H", "H", "H", "H", "H", "H", "H", "C", "C", "O", "P", "O", "O", "C", "C", "O", "C", "C", "H", "H", "H", "H", "H", "H", "H", "H", "H", "H", "H", "H", "H", "H", "H", "C", "C", "O", "P", "O", "O", "C", "C", "O", "C", "C", "H", "H", "H", "H", "H", "H", "H", "H", "H", "H", "H", "H", "H", "H", "H"], "coordinates": [[8.11527, -4.81141, -2.42730], [7.11011, -4.44054, -3.51768], [6.24876, -3.41125, -3.03753], [5.25319, -2.65842, -3.97056], [4.54378, -3.46867, -4.94679], [4.31554, -1.92815, -2.94187], [4.78636, -0.82573, -2.14365], [3.69611, -0.48349, -1.15561], [6.18006, -1.51210, -4.57570], [5.66232, -0.78113, -5.69710], [6.80616, -0.04935, -6.36707], [7.73974, -5.61672, -1.80171], [9.04835, -5.11335, -2.90501], [8.36241, -3.93807, -1.82535], [7.66157, -4.07042, -4.38633], [6.54996, -5.32197, -3.82669], [5.70643, -1.12236, -1.64089], [4.94935, 0.03804, -2.78840], [3.57860, -1.19402, -0.33663], [3.87747, 0.46623, -0.64236], [2.75309, -0.35419, -1.68835], [5.18142, -1.44416, -6.41572], [4.91667, -0.05682, -5.35529], [6.44574, 0.50063, -7.23895], [7.28235, 0.65873, -5.69066], [7.54017, -0.75853, -6.75195], [-2.06329, -8.16341, 0.49684], [-1.79137, -6.68426, 0.37859], [-0.38502, -6.42106, 0.37153], [0.34819, -5.55478, -0.74349], [1.50283, -4.85715, -0.18990], [0.64921, -6.54243, -1.93426], [1.66531, -7.54384, -1.75910], [1.07419, -8.91139, -1.49981], [-0.79660, -4.69368, -1.38394], [-0.61284, -3.29244, -1.66041], [-1.41616, -2.90851, -2.88196], [-1.54078, -8.64536, -0.32987], [-1.72090, -8.59265, 1.43728], [-3.12545, -8.36653, 0.36496], [-2.27700, -6.34484, -0.54104], [-2.26059, -6.07489, 1.15312], [2.22317, -7.52815, -2.69842], [2.39750, -7.26105, -1.00022], [0.71273, -8.97448, -0.47236], [0.22845, -9.11964, -2.15654], [1.80923, -9.70086, -1.65585], [-0.96612, -2.70619, -0.81447], [0.43638, -3.09125, -1.87068], [-2.49209, -2.87444, -2.69796], [-1.12692, -1.89137, -3.15939], [-1.25578, -3.55845, -3.74053], [0.88389, -1.56052, 1.56743], [1.26674, -0.13643, 1.92242], [0.22538, 0.73551, 1.44724], [-0.05242, 2.13816, 2.07832], [-1.21636, 2.84033, 1.55711], [-0.07531, 1.87763, 3.65303], [-1.25772, 2.13792, 4.42467], [-2.41778, 1.22349, 4.06466], [1.32602, 2.89479, 1.84961], [1.84326, 3.82286, 2.80934], [2.78274, 3.17117, 3.79804], [0.58836, -1.66371, 0.52801], [1.68990, -2.23390, 1.84549], [-0.01425, -1.77055, 2.15688], [1.47793, 0.00350, 2.98371], [2.19247, 0.17716, 1.42549], [-1.00413, 2.03848, 5.47969], [-1.51656, 3.18979, 4.27103], [-2.59411, 1.28471, 2.99268], [-2.13599, 0.19540, 4.30884], [-3.32061, 1.46122, 4.62165], [2.34124, 4.58995, 2.21579], [1.04276, 4.32990, 3.35849], [2.23148, 2.51239, 4.46573], [3.52393, 2.54601, 3.28997], [3.35359, 3.91671, 4.35047], [-8.52645, 8.71023, 0.90350], [-8.66288, 7.91575, 2.16131], [-7.35225, 7.71144, 2.77201], [-6.40181, 6.54858, 2.33548], [-7.03795, 5.23336, 2.18019], [-5.75350, 7.15236, 1.01822], [-4.67475, 6.42654, 0.40108], [-4.29306, 7.15034, -0.86021], [-5.24457, 6.60823, 3.39287], [-4.89153, 5.47039, 4.21255], [-4.30013, 4.32592, 3.42154], [-8.14833, 8.14948, 0.05281], [-9.52396, 9.04714, 0.59330], [-7.95097, 9.61121, 1.10641], [-9.21613, 8.47032, 2.91338], [-9.07637, 6.91668, 2.03043], [-3.82506, 6.37011, 1.08256], [-5.02082, 5.41452, 0.18044], [-3.64305, 6.53478, -1.49256], [-5.17341, 7.36636, -1.46234], [-3.66481, 8.02029, -0.66639], [-4.22218, 5.83146, 4.98734], [-5.82047, 5.14547, 4.68888], [-3.57510, 4.68936, 2.68490], [-3.66721, 3.72939, 4.07975], [-5.02501, 3.72862, 2.87978]], "atomic_forces_ev_per_a": [[-0.070, 0.220, -0.383], [0.935, -0.167, -0.084], [0.287, -0.334, 0.762], [-0.160, 0.241, -0.074], [-0.263, -0.204, -0.365], [-0.227, 0.216, 0.031], [-0.354, -0.036, 0.358], [-0.258, 0.408, 0.470], [-0.061, -0.087, -0.222], [0.168, 0.581, -0.455], [0.002, -0.084, -0.228], [0.068, 0.061, 0.163], [-0.062, -0.261, 0.065], [-0.150, -0.006, 0.085], [-0.156, 0.076, -0.037], [-0.274, 0.167, -0.021], [0.109, 0.126, -0.070], [0.256, -0.098, -0.089], [-0.037, -0.378, -0.355], [0.289, 0.074, -0.290], [-0.051, -0.188, 0.072], [-0.025, -0.218, 0.196], [-0.040, -0.110, 0.131], [-0.144, 0.054, 0.111], [0.076, -0.069, 0.029], [0.091, 0.001, 0.210], [0.260, -0.051, -0.100], [-0.804, 0.178, -0.425], [-0.068, 0.090, -0.019], [-0.139, -0.166, 0.534], [0.235, 0.187, 0.018], [0.011, -0.281, 0.073], [0.633, -0.216, -0.777], [-0.281, -0.013, 0.303], [-0.267, 0.351, 0.009], [-0.166, 0.095, -0.737], [-0.390, 0.344, -0.136], [-0.032, -0.184, 0.099], [0.012, 0.026, 0.015], [-0.056, 0.062, 0.137], [0.374, 0.073, -0.106], [0.227, -0.197, 0.307], [-0.118, -0.114, -0.014], [-0.277, 0.149, 0.207], [0.038, -0.072, -0.016], [0.062, 0.127, -0.116], [0.124, 0.098, 0.036], [0.205, -0.097, 0.198], [0.105, -0.051, 0.332], [0.051, -0.153, 0.159], [0.020, -0.055, -0.068], [0.246, -0.078, 0.096], [-0.544, 0.653, 0.796], [0.895, 0.064, -0.741], [-0.312, -0.247, -0.050], [0.405, 0.436, 0.267], [-0.385, -0.033, -0.100], [0.062, -0.201, 0.145], [-0.649, 0.608, 0.113], [0.720, -0.375, -0.082], [0.094, -0.402, 0.363], [0.105, 0.601, 0.092], [0.345, -0.492, -0.325], [0.391, 0.029, -0.145], [-0.076, -0.213, -0.167], [0.140, -0.379, 0.003], [-0.493, -0.075, 0.120], [-0.123, -0.097, -0.150], [0.326, -0.168, -0.095], [-0.116, -0.096, -0.063], [-0.276, 0.051, 0.020], [-0.087, 0.000, -0.041], [-0.009, 0.160, -0.010], [0.096, -0.065, 0.046], [-0.139, -0.137, -0.192], [0.017, 0.141, 0.186], [-0.094, 0.101, -0.141], [-0.225, 0.078, 0.158], [-0.914, 0.426, -0.492], [0.825, -0.563, 0.459], [-0.210, 0.498, 0.302], [-0.371, -0.333, -0.414], [0.077, 0.033, -0.023], [0.221, 0.024, 0.152], [-0.070, -0.163, -0.230], [0.693, -0.260, -0.552], [0.645, 0.168, 0.222], [-1.024, -0.372, -0.111], [1.041, 0.332, -0.213], [0.409, -0.023, 0.173], [0.038, -0.021, 0.119], [0.234, -0.083, -0.185], [-0.117, -0.079, 0.032], [-0.333, 0.120, -0.143], [-0.070, -0.010, 0.107], [0.019, -0.011, 0.051], [-0.166, -0.279, 0.202], [0.005, 0.324, 0.102], [-0.523, 0.328, 0.100], [0.121, 0.212, -0.153], [0.153, -0.069, 0.167], [-0.131, 0.158, -0.004], [-0.404, -0.279, 0.100], [-0.170, -0.053, 0.207]], "mulliken_charge": [-1.1737, -0.2235, -0.1977, 0.5840, -0.7576, 0.0333, -0.0494, -1.2631, -0.2944, -0.1711, -1.2686, 0.2887, 0.3636, 0.3169, 0.2947, 0.3015, 0.3051, 0.2133, 0.3004, 0.4214, 0.3053, 0.3565, 0.2728, 0.3957, 0.3017, 0.3115, -1.0642, -0.1073, -0.3494, 0.9466, -0.6713, -0.3471, -0.2666, -1.0867, -0.2524, 0.1613, -1.3885, 0.1648, 0.2814, 0.3804, 0.2516, 0.3401, 0.3609, 0.2875, 0.2288, 0.2817, 0.4118, 0.1553, 0.2281, 0.3272, 0.4068, 0.3458, -1.2289, 0.1373, -0.0806, 0.4672, -0.7266, -0.1182, -0.2961, -1.2548, -0.3608, -0.1447, -1.0539, 0.0622, 0.4091, 0.4499, 0.3502, 0.0894, 0.3505, 0.3159, 0.3139, 0.3532, 0.4791, 0.4138, 0.2181, 0.2247, 0.2608, 0.4061, -0.9501, -0.2925, -0.3623, 0.8723, -0.7117, -0.2414, 0.0055, -1.3382, -0.3224, -0.4648, -0.4517, 0.2624, 0.3966, 0.2575, 0.2621, 0.3044, 0.1853, 0.3564, 0.3950, 0.3229, 0.3208, 0.3476, 0.2995, 0.1451, 0.0223, 0.3484]}

=====

[2]
{"formula": "H13O6S", "method": "ωB97M-V/def2-TZVPD", "relative_energy_kcal_mol": 87.0, "orbital_gap_ev": 7.18, "lumo_energy_ev": 3.07, "charge": -1, "e_tot_ev": -23330.677, "species": ["S", "H", "H", "H", "O", "H", "H", "O", "H", "H", "O", "H", "H", "O", "H", "H", "O", "H", "H", "O"], "coordinates": [[2.92229, -3.70097, 0.59139], [1.88871, -2.27077, -0.61331], [1.91067, -1.75326, 1.05184], [2.02750, -1.42686, 2.48310], [1.75755, -1.04051, 1.64735], [-1.61732, -0.60698, -3.55687], [-1.64633, -1.09040, -2.11199], [-2.08516, -0.47304, -2.75436], [2.38879, 2.15912, 1.18018], [2.04978, 0.95433, 1.95201], [1.76168, 1.84583, 1.83673], [-2.69232, 1.74491, -1.72856], [-2.09207, 2.23498, -0.44252], [-2.75555, 2.43452, -1.10612], [0.07204, -1.44422, -0.32859], [-0.79270, -0.23289, -0.88341], [-0.70885, -1.18098, -0.67551], [-0.07526, 1.57716, 1.12280], [-1.32239, 0.76318, 1.42162], [-0.99108, 1.50685, 0.91422]], "atomic_forces_ev_per_a": [[-1.557, 1.984, -1.968], [1.670, -2.359, 1.582], [0.616, -1.487, -1.290], [0.029, -0.158, 0.110], [-0.627, 2.184, 1.697], [0.600, -0.110, -1.122], [-0.446, 0.365, -0.619], [-0.445, -0.264, 1.335], [-0.042, 0.291, -0.116], [0.042, -1.753, 0.137], [-0.147, 1.304, -0.231], [0.121, -1.457, -1.251], [0.292, -0.145, 0.402], [-0.468, 1.531, 0.769], [4.151, -0.832, 1.726], [0.866, -0.448, 0.797], [-4.824, 1.355, -1.977], [1.609, 0.148, 0.481], [0.028, -0.157, -0.006], [-1.468, 0.007, -0.455]], "mulliken_charge": [-0.7062, -0.0484, 0.0289, 0.2208, -0.4572, 0.2842, 0.4127, -0.6605, 0.3152, 0.3509, -0.7005, 0.3159, 0.3863, -0.6746, 0.2603, 0.3950, -0.7123, 0.3560, 0.3046, -0.6709]}